# C39H34N5RuSi

A structure of composition C39H34N5RuSi (ωB97M-V with the def2-TZVPD basis set, OMol25).

Values from the calculation:
* HOMO energy (alpha / beta): -13.06 / -13.63 eV
* spin multiplicity: 2
* total charge: +2
* electronic energy: -58894.894 eV

Last column: Mulliken spin population.
Positions of all 80 atoms, in Å:
Ru: -0.1365 -0.6618 -0.1661  0.90
C: 1.7626 -3.5438 -1.6903  0.00
C: 2.0352 -3.2415 -0.2486  0.02
C: 3.1162 -3.8738 0.3643  0.00
C: 3.3600 -3.6881 1.7064  0.00
C: 2.4732 -2.9171 2.4431  0.00
C: 1.4215 -2.3183 1.7871  0.05
N: 1.2259 -2.4194 0.4486  -0.04
C: 0.3500 -1.6035 2.5181  -0.02
C: 0.2159 -1.6009 3.8950  0.00
C: -0.8886 -0.9866 4.4678  0.02
C: -1.8355 -0.3833 3.6592  -0.01
C: -1.6298 -0.3915 2.2906  0.05
N: -0.5649 -0.9936 1.7465  -0.15
C: -2.4840 0.2578 1.2920  0.03
C: -3.6484 0.9036 1.6322  0.00
C: -4.3688 1.5511 0.6453  0.00
C: -3.8725 1.5380 -0.6352  0.00
C: -2.6815 0.8808 -0.9331  0.02
C: -2.1781 0.9795 -2.3381  0.00
N: -2.0015 0.2016 0.0243  -0.02
H: 2.0643 -4.5685 -1.9020  0.00
H: 2.3373 -2.8949 -2.3538  0.00
H: 0.7071 -3.4464 -1.9160  0.00
H: 3.7503 -4.5184 -0.2299  0.00
H: 4.2040 -4.1633 2.1886  0.00
H: 2.6127 -2.7957 3.5070  0.00
H: 0.9485 -2.0863 4.5216  0.00
H: -1.0111 -0.9851 5.5428  0.00
H: -2.7020 0.0950 4.0895  0.00
H: -3.9922 0.9170 2.6552  0.00
H: -5.2831 2.0773 0.8846  0.00
H: -4.3790 2.0702 -1.4289  0.00
H: -2.4670 1.9441 -2.7545  0.00
H: -2.6245 0.2046 -2.9657  0.00
H: -1.0978 0.8975 -2.3816  0.00
C: -2.9955 -3.3223 -2.3656  0.00
C: -2.5546 -3.2567 -3.6750  0.00
C: -1.4432 -2.4802 -3.9768  0.00
C: -0.8182 -1.7864 -2.9585  0.00
N: -1.2515 -1.8438 -1.6939  0.04
C: -2.3162 -2.5936 -1.4036  0.01
C: 0.4250 -0.9879 -3.1506  0.01
C: 0.9828 -0.7425 -4.3883  0.00
C: 2.2495 -0.1736 -4.4534  0.00
C: 2.9104 0.1257 -3.2791  0.01
C: 2.2507 -0.0768 -2.0772  0.04
N: 1.0284 -0.6078 -2.0093  -0.01
H: -3.8462 -3.9284 -2.0859  0.00
H: -3.0619 -3.8066 -4.4569  0.00
H: -1.0704 -2.4345 -4.9899  0.00
H: -2.6288 -2.6008 -0.3672  0.00
H: 0.4482 -0.9931 -5.2935  0.00
H: 2.7139 0.0122 -5.4131  0.00
H: 3.9151 0.5260 -3.2798  0.00
H: 2.7087 0.1893 -1.1354  0.00
C: -2.4872 4.8836 1.7066  0.00
C: -1.8757 3.9977 2.5856  0.00
C: -1.0401 3.0049 2.0968  0.00
C: -0.7910 2.8710 0.7247  0.01
C: -1.4153 3.7787 -0.1388  0.00
C: -2.2563 4.7744 0.3431  0.00
Si: 0.4411 1.6801 -0.0001  -0.07
C: 2.0655 1.7448 0.9062  0.00
C: 3.2105 2.2459 0.2730  0.04
C: 4.3916 2.4493 0.9757  0.00
C: 4.4500 2.1581 2.3307  0.01
C: 3.3286 1.6602 2.9819  0.00
C: 2.1552 1.4539 2.2737  0.03
H: -3.1294 5.6676 2.0872  0.00
H: -2.0365 4.0956 3.6525  0.00
H: -0.5665 2.3335 2.8065  0.00
H: -1.2256 3.7232 -1.2067  0.00
H: -2.7142 5.4766 -0.3428  0.00
H: 0.6478 2.1553 -1.3891  0.00
H: 3.1729 2.5169 -0.7773  0.00
H: 5.2612 2.8514 0.4707  0.00
H: 5.3663 2.3248 2.8820  0.00
H: 3.3692 1.4458 4.0427  0.00
H: 1.2943 1.0523 2.8021  0.01

=====

# C39H34N7O12

A cluster of 7 separate species, C39H34N7O12 in total (ωB97M-V with the def2-TZVPD basis set, OMol25).

Values from the calculation:
* HOMO energy: -1.42 eV
* spin multiplicity: 1
* total charge: -1
* electronic energy: -75974.967 eV

Last column: Mulliken charge in e.
Positions of all 92 atoms, in Å:
C: -2.0592 -0.8516 3.4591  -0.27
C: -1.3784 -0.1327 4.1826  -0.17
C: -0.3512 0.8965 4.8279  -0.19
N: 0.8465 0.0896 5.2064  -0.79
H: -2.4320 -1.4869 2.6201  0.23
H: -0.0400 1.6846 4.0572  0.07
H: -0.8322 1.4069 5.7114  0.25
H: 0.7822 -0.7516 4.6111  0.04
C: 6.2607 0.2418 1.5610  -0.16
C: 5.2561 0.0975 0.6115  -0.76
C: 4.0778 -0.5605 0.9404  -0.10
C: 3.9157 -1.0654 2.2242  -0.10
C: 4.9167 -0.9318 3.1765  -0.63
C: 6.0934 -0.2753 2.8399  -0.15
N: 2.6654 -1.7385 2.5843  1.20
O: 1.8091 -1.8542 1.7174  -0.76
O: 2.5476 -2.1360 3.7223  -0.64
H: 7.1765 0.7602 1.3037  0.38
H: 5.3904 0.5011 -0.3856  0.37
H: 3.3014 -0.6673 0.1932  0.42
H: 4.7948 -1.3279 4.1770  0.44
H: 6.8799 -0.1627 3.5766  0.36
C: 0.1919 -1.2107 -2.3490  -0.72
C: -0.8222 -1.3583 -3.2886  -0.34
C: -1.9954 -2.0161 -2.9475  -0.55
C: -2.1449 -2.5185 -1.6604  -0.04
C: -1.1337 -2.3815 -0.7169  -0.46
C: 0.0388 -1.7246 -1.0665  -0.13
N: -3.3934 -3.1918 -1.2907  1.08
O: -4.2528 -3.3109 -2.1515  -0.65
O: -3.5066 -3.5922 -0.1459  -0.63
H: 1.1046 -0.6908 -2.6181  0.38
H: -0.6980 -0.9567 -4.2872  0.60
H: -2.7789 -2.1253 -3.6874  0.51
H: -1.2432 -2.7749 0.2865  0.52
H: 0.8316 -1.6097 -0.3372  0.48
C: -3.3957 -4.6871 -8.9774  -0.37
C: -3.1701 -5.4622 -7.8461  -0.48
C: -2.2273 -5.0646 -6.9077  -0.27
C: -1.5198 -3.8867 -7.1112  0.08
C: -1.7334 -3.1098 -8.2424  -0.31
C: -2.6759 -3.5151 -9.1780  -0.47
N: -0.5412 -3.4508 -6.1095  1.04
O: -0.3668 -4.1657 -5.1402  -0.56
O: 0.0382 -2.3947 -6.3032  -0.62
H: -4.1369 -4.9974 -9.7060  0.36
H: -3.7325 -6.3760 -7.6941  0.37
H: -2.0594 -5.6756 -6.0295  0.44
H: -1.1803 -2.1934 -8.4066  0.44
H: -2.8529 -2.9152 -10.0629  0.36
C: -4.3030 1.9832 0.5544  -0.27
C: -3.0800 1.4852 0.9941  -1.02
C: -1.9578 1.5755 0.1813  -0.23
C: -2.0686 2.1712 -1.0703  -0.11
C: -3.2862 2.6656 -1.5230  -0.61
C: -4.4053 2.5698 -0.7070  -0.23
N: -0.8800 2.2893 -1.9184  1.13
O: 0.1629 1.8269 -1.4935  -0.60
O: -1.0002 2.8461 -3.0003  -0.67
H: -5.1812 1.9113 1.2078  0.69
H: -3.0004 1.0277 1.9750  0.39
H: -1.0120 1.1834 0.5364  0.66
H: -3.3771 3.1259 -2.4993  0.44
H: -5.3568 2.9546 -1.0502  0.39
C: 12.4637 -0.1563 4.5805  -0.39
C: 11.1812 -0.6373 4.3459  -0.56
C: 10.1987 0.2128 3.8565  0.10
C: 10.5139 1.5416 3.6016  0.03
C: 11.7910 2.0325 3.8401  -0.42
C: 12.7676 1.1772 4.3323  -0.43
N: 9.4851 2.4366 3.0608  0.98
O: 8.3711 1.9759 2.8821  -0.57
O: 9.8047 3.5873 2.8180  -0.60
H: 13.2306 -0.8241 4.9577  0.37
H: 10.9479 -1.6772 4.5421  0.38
H: 9.2027 -0.1726 3.6772  0.30
H: 12.0391 3.0688 3.6472  0.43
H: 13.7683 1.5488 4.5194  0.37
C: -10.5066 4.8699 2.2230  -0.37
C: -10.2931 4.5520 0.8868  -0.51
C: -9.2604 3.6944 0.5329  -0.25
C: -8.4510 3.1580 1.5264  0.08
C: -8.6525 3.4760 2.8633  -0.28
C: -9.6855 4.3366 3.2094  -0.51
N: -7.3750 2.2323 1.1593  1.08
O: -7.2154 1.9897 -0.0224  -0.59
O: -6.7061 1.7547 2.0636  -0.66
H: -11.3178 5.5359 2.4970  0.37
H: -10.9348 4.9712 0.1207  0.36
H: -9.1026 3.4532 -0.5109  0.43
H: -8.0202 3.0634 3.6399  0.45
H: -9.8536 4.5893 4.2497  0.36

=====

# C39H35AuO2P2

A structure of composition C39H35AuO2P2 (ωB97M-V with the def2-TZVPD basis set, OMol25).

Values from the calculation:
* HOMO energy (alpha / beta): -13.40 / -14.03 eV
* spin multiplicity: 3
* total charge: +2
* electronic energy: -67358.077 eV

Last column: Mulliken spin population.
Positions of all 79 atoms, in Å:
Au: -0.3188 0.0616 -0.0615  0.42
P: 0.1586 2.3825 0.0723  0.10
C: 1.2087 -0.5828 2.1479  0.06
O: 1.6387 -0.4828 3.1927  0.00
P: -0.4199 -2.2511 -0.5015  0.11
C: 0.6706 3.0292 1.6926  0.02
C: -1.3318 3.3589 -0.3051  0.01
C: 1.3947 3.0397 -1.0872  0.00
C: 0.9575 -3.0864 -1.3617  -0.03
C: -0.6675 -3.3386 0.9425  0.02
C: -1.8565 -2.6731 -1.5394  0.03
C: 1.8751 3.7203 1.9039  0.01
C: 2.2128 4.1668 3.1772  0.00
C: 1.3623 3.9326 4.2703  0.02
C: 0.1615 3.2388 4.0580  0.00
C: -0.1836 2.7923 2.7882  0.01
H: 2.5463 3.9156 1.0604  0.00
H: 3.1418 4.7199 3.3191  0.00
H: 1.6198 4.3099 5.2592  0.00
H: -0.5236 3.0636 4.8951  0.00
H: -1.1396 2.2740 2.6387  0.00
C: 2.6810 2.4508 -1.0925  0.03
C: 3.6600 2.9327 -1.9633  0.01
C: 3.3842 3.9933 -2.8388  0.01
C: 2.1035 4.5647 -2.8373  0.00
C: 1.1044 4.0834 -1.9888  0.01
H: 2.9231 1.6211 -0.4132  0.00
H: 4.6610 2.4973 -1.9560  0.00
H: 4.1611 4.3946 -3.4952  0.00
H: 1.8672 5.3976 -3.5004  0.00
H: 0.1019 4.5271 -1.9935  0.00
C: -1.6016 4.5862 0.3334  0.00
C: -2.7782 5.2785 0.0417  0.00
C: -3.7084 4.7559 -0.8684  0.01
C: -3.4208 3.5470 -1.5191  0.00
C: -2.2414 2.8638 -1.2543  0.01
H: -0.8925 4.9806 1.0685  0.00
H: -2.9620 6.2327 0.5404  0.00
H: -4.6274 5.2993 -1.0936  0.00
H: -4.1153 3.1256 -2.2471  0.00
H: -2.0361 1.9313 -1.7906  -0.01
C: -1.9666 -3.5760 1.4157  0.02
C: -2.1710 -4.3306 2.5689  0.00
C: -1.0741 -4.8401 3.2879  0.01
C: 0.2202 -4.5579 2.8385  0.00
C: 0.4343 -3.7942 1.6949  0.00
H: -2.8476 -3.1985 0.8707  0.00
H: -3.1926 -4.5457 2.8831  0.00
H: -1.2468 -5.4705 4.1619  0.00
H: 1.0746 -4.9761 3.3831  0.00
H: 1.4445 -3.5382 1.3539  0.00
C: 2.2535 -2.5395 -1.2493  0.01
C: 3.3263 -3.1278 -1.9189  0.00
C: 3.1462 -4.2960 -2.6777  0.00
C: 1.8642 -4.8624 -2.7595  0.00
C: 0.7790 -4.2560 -2.1298  0.02
H: 2.4433 -1.6336 -0.6567  0.01
H: 4.3193 -2.6766 -1.8421  0.00
H: 3.9887 -4.7724 -3.1816  0.00
H: 1.6847 -5.7826 -3.3189  0.00
H: -0.2080 -4.7056 -2.2423  0.00
C: -2.3763 -3.9821 -1.6445  0.00
C: -3.4948 -4.2281 -2.4364  0.00
C: -4.1448 -3.1879 -3.1091  0.00
C: -3.6471 -1.8795 -2.9782  0.00
C: -2.4977 -1.6327 -2.2322  -0.01
H: -1.9064 -4.8153 -1.1114  0.00
H: -3.8509 -5.2569 -2.5231  0.00
H: -5.0154 -3.3859 -3.7362  0.00
H: -4.1410 -1.0441 -3.4790  0.00
H: -2.1241 -0.6000 -2.1833  0.00
H: 1.2504 0.0547 -1.5005  0.06
H: 0.7327 0.1941 -2.0517  0.03
C: -2.2384 -0.4813 2.4228  0.24
C: -2.1513 -0.0555 0.9948  0.24
O: -3.0996 0.2752 0.3170  0.55
H: -1.2943 -0.8397 2.8182  0.01
H: -3.0030 -1.2650 2.5111  -0.01
H: -2.5633 0.3715 3.0338  -0.01